This record from the Open Molecules 2025 dataset describes a cluster of 2 separate species, C29H28NO in total in a non-equilibrium geometry. The level of theory is ωB97M-V with the def2-TZVPD basis set.

Computed properties:
**Gap between HOMO and LUMO**: 4.80 eV
**E_tot**: -1251.5811 Eh
**Largest force on an atom**: 1.96 eV Å⁻¹

Geometry as ORCA input:
```
! RIJCOSX wB97M-V def2-TZVPD def2/J DEFGRID3
* xyz 1 1
O 1.961 1.280 -1.178
N -0.322 1.269 -1.391
C 1.009 -5.509 -1.178
C 4.562 -0.492 0.661
C -3.971 4.290 -0.376
C -4.098 1.824 0.360
C -2.741 -0.352 1.508
C -4.131 -0.403 1.339
C -4.834 3.035 -0.106
C 0.979 -0.405 -2.582
C 0.945 0.784 -1.653
C -2.687 1.772 0.310
C -1.958 2.805 -0.444
C 1.263 -4.148 -1.020
C 0.350 3.538 -0.999
C 5.827 0.053 0.838
C 3.636 1.222 2.157
C -0.570 2.545 -0.900
C -2.031 0.738 1.008
C 0.300 -3.316 -0.385
C 6.001 1.168 1.675
C -2.565 3.989 -0.743
C 1.855 -1.659 0.551
C 2.134 -0.432 1.141
C -1.203 -5.224 -0.204
C 3.440 0.094 1.315
C -0.189 -6.060 -0.698
C -0.993 -3.850 -0.156
C 4.908 1.741 2.351
C -4.804 0.699 0.808
C 0.599 -1.987 0.069
H -4.683 -1.290 1.661
H 1.378 3.368 -1.291
H 2.638 -2.438 0.545
H -0.337 -7.141 -0.704
H 2.198 -3.719 -1.387
H 4.395 -1.350 0.004
H -1.795 -3.166 0.134
H 1.841 -1.022 -2.322
H -1.996 4.775 -1.241
H 0.025 4.545 -0.753
H 0.067 -1.010 -2.529
H -2.157 -5.631 0.132
H -5.385 2.777 -1.020
H -5.896 0.705 0.765
H -1.075 0.592 -1.451
H -5.603 3.298 0.629
H 6.671 -0.367 0.288
H 2.759 1.656 2.650
H 1.747 -6.146 -1.672
H 1.289 0.173 1.469
H -0.256 -1.337 0.260
H 6.989 1.615 1.781
H -2.217 -1.142 2.046
H 5.036 2.617 2.991
H 1.105 -0.033 -3.607
H -3.993 4.945 0.510
H -0.964 0.848 1.212
H -4.453 4.865 -1.176
*
```

***

This record from the Open Molecules 2025 dataset describes a structure of composition C29H29AsN7O7Sr in a non-equilibrium geometry. The level of theory is ωB97M-V with the def2-TZVPD basis set.

Computed properties:
**Gap between HOMO and LUMO**: 7.22 eV
**E_tot**: -4299.0195 Eh
**Largest force on an atom**: 1.39 eV Å⁻¹

Geometry as ORCA input:
```
! RIJCOSX wB97M-V def2-TZVPD def2/J DEFGRID3
* xyz -1 1
Sr 0.427 -0.708 0.253
As -2.652 -0.909 0.407
O 0.552 -0.801 -4.436
O -0.259 1.082 1.788
O -0.460 1.333 -0.438
O 1.209 -0.881 -1.970
O -1.963 5.241 3.984
O 0.477 -2.975 0.303
O -1.128 7.130 3.383
N 0.990 -3.667 1.249
N -1.326 5.942 3.228
N 1.893 -0.735 2.421
N -0.592 -5.973 -0.807
N 3.318 -0.057 -1.365
N 2.834 -0.187 -0.072
N 1.765 -6.442 3.053
C 3.519 0.244 0.902
C -0.166 3.280 0.866
C 0.008 -5.516 0.061
C 2.402 -0.470 -2.232
C 0.782 -4.960 1.155
C 2.800 -0.395 -3.671
C -2.761 -3.557 1.672
C -0.651 5.271 2.059
C 1.330 -5.786 2.213
C 2.954 0.074 2.296
C 2.894 0.574 4.631
C -3.599 -2.314 1.384
C 3.495 0.727 3.390
C -3.877 1.469 -0.688
C 1.848 -0.536 -4.691
C 3.548 -0.177 -6.350
C -2.684 -1.668 -1.411
C 1.330 -0.885 3.614
C -0.313 1.785 0.745
C 0.534 4.038 -0.065
C 4.517 -0.057 -5.353
C -0.763 3.905 1.952
C 2.225 -0.414 -6.031
C -3.993 -2.277 -1.889
C 1.783 -0.242 4.754
C 0.042 6.056 1.167
C 4.130 -0.164 -4.031
C 0.647 5.414 0.092
C -4.130 0.335 0.302
H 4.851 -0.062 -3.231
H -2.969 2.026 -0.453
H -4.262 0.717 1.315
H -4.802 -1.542 -1.897
H 1.467 -0.523 -6.795
H -1.903 -3.333 2.309
H -4.711 2.174 -0.703
H 3.835 -0.095 -7.393
H -2.366 -0.848 -2.057
H 1.203 5.999 -0.630
H -1.293 3.331 2.698
H 0.979 3.535 -0.915
H -4.506 -2.570 0.833
H 0.467 -1.545 3.658
H -2.358 -4.011 0.764
H -3.895 -2.665 -2.905
H -3.360 -4.317 2.179
H -3.751 1.089 -1.705
H 4.362 1.362 3.257
H 4.482 0.731 0.752
H -3.916 -1.833 2.312
H 0.510 -0.969 -3.461
H 5.554 0.121 -5.605
H 3.292 1.095 5.493
H -1.880 -2.406 -1.447
H -5.028 -0.232 0.051
H 1.281 -0.390 5.700
H -4.313 -3.110 -1.263
H 0.096 7.125 1.313
*
```

***

This record from the Open Molecules 2025 dataset describes a structure of composition C29H29Br5N2O2ReSb2 in a non-equilibrium geometry. The level of theory is ωB97M-V with the def2-TZVPD basis set.

Computed properties:
**Gap between HOMO and LUMO (alpha / beta)**: 6.12 / 6.50 eV
**E_tot**: -14811.2649 Eh
**Largest force on an atom**: 1.22 eV Å⁻¹

Geometry as ORCA input:
```
! RIJCOSX wB97M-V def2-TZVPD def2/J DEFGRID3
* xyz 0 2
Re 0.797 -1.900 0.254
Sb 1.257 0.942 -1.091
Sb -2.570 0.524 -0.875
Br 1.698 -5.624 -2.966
Br 7.081 -3.746 -2.287
Br 5.869 -1.352 -0.276
Br -3.937 -3.443 -2.673
Br 4.977 -5.921 -3.652
O 2.850 -1.643 -0.030
O 1.218 -3.250 -1.087
N 0.676 -0.958 1.713
N -1.135 -2.734 0.218
C -2.022 5.555 -1.228
C 2.524 -3.445 -1.429
C -2.474 2.201 0.502
C -4.197 1.354 -2.006
C 3.243 1.716 -1.095
C -2.590 4.449 -0.615
C 4.353 -4.553 -2.518
C 1.053 -0.384 2.937
C 0.475 2.415 0.319
C -3.004 -3.492 -1.043
C 0.614 1.810 -2.935
C 0.519 0.438 5.127
C -1.830 -2.764 -0.925
C 0.119 -0.152 3.938
C 0.142 4.608 -0.834
C 2.384 -0.022 3.117
C 2.774 0.570 4.307
C -0.421 3.484 -0.226
C 4.755 -2.627 -1.104
C -1.813 3.401 -0.117
C 2.983 -4.451 -2.246
C 5.233 -3.634 -1.946
C -3.801 -0.680 0.412
C 1.846 0.801 5.315
C -2.763 -4.154 1.221
C -1.595 -3.424 1.275
C -0.639 5.634 -1.340
C 3.397 -2.535 -0.828
C -3.484 -4.200 0.037
H 3.225 2.758 -1.413
H 1.223 4.678 -0.896
H -4.334 -1.429 -0.176
H -4.196 0.975 -3.026
H 3.810 0.848 4.449
H -3.667 4.393 -0.508
H -1.954 1.868 1.402
H -0.917 -0.426 3.771
H -1.001 -3.361 2.175
H 3.637 1.642 -0.082
H -3.095 -4.691 2.098
H -2.652 6.350 -1.606
H 0.829 2.878 -2.956
H -5.143 1.102 -1.526
H 1.381 2.860 0.735
H 3.095 -0.235 2.326
H -3.511 2.414 0.763
H -0.459 1.658 -3.050
H -4.081 2.438 -2.037
H 1.137 1.308 -3.749
H -1.433 -2.190 -1.749
H 2.156 1.261 6.244
H -3.185 -1.187 1.157
H -0.209 0.619 5.907
H -0.001 1.832 1.108
H 3.880 1.132 -1.757
H -4.402 -4.767 -0.040
H -0.172 6.494 -1.802
H -4.523 -0.038 0.916
*
```

***

This record from the Open Molecules 2025 dataset describes a cluster of 3 separate species, C29H29BrClFN2O2 in total in a non-equilibrium geometry. The level of theory is ωB97M-V with the def2-TZVPD basis set.

Computed properties:
**Gap between HOMO and LUMO**: 8.37 eV
**E_tot**: -4516.3766 Eh
**SMILES**: C#CCCCc1c(Cl)c(NCCCC)c2c(c1Br)C(=O)N(F)C2=O.c1ccccc1.c1ccccc1
**Largest force on an atom**: 1.70 eV Å⁻¹

Geometry as ORCA input:
```
! RIJCOSX wB97M-V def2-TZVPD def2/J DEFGRID3
* xyz 0 1
Br 2.492 4.946 0.081
Cl 1.498 0.110 -2.804
F -3.091 4.858 0.539
O -0.408 5.876 0.622
O -3.378 3.063 -1.427
N -2.162 4.753 -0.471
N -1.365 0.855 -2.497
C -1.842 -0.134 -1.463
C 0.495 0.367 3.478
C -2.295 -6.020 -0.200
C -0.902 2.916 -1.299
C -1.753 -3.806 0.569
C 0.954 -1.920 2.885
C -0.449 1.760 -1.927
C 5.949 0.636 0.564
C -0.688 -4.692 -1.398
C -2.303 3.472 -1.117
C 0.819 -0.237 1.173
C 1.353 3.607 -0.733
C 0.965 1.568 -1.948
C 3.404 2.269 -1.431
C -3.320 1.072 1.132
C 6.272 0.408 1.705
C -3.740 -0.173 0.296
C 0.554 0.726 2.138
C -1.405 -5.872 -1.255
C -0.814 4.992 -0.066
C 3.923 0.873 -0.984
C 1.017 -1.560 1.546
C 5.499 1.006 -0.810
C -0.866 -3.658 -0.489
C -3.379 -0.075 -1.217
C 1.890 2.458 -1.372
C -2.466 -4.988 0.715
C -0.013 3.844 -0.681
C 0.698 -0.956 3.852
H 0.654 -1.235 4.897
H -3.148 0.732 2.174
H -4.844 -0.248 0.342
H 1.219 -2.309 0.792
H -0.951 0.327 -3.256
H 0.871 0.044 0.129
H -0.313 -2.735 -0.604
H 0.292 1.118 4.231
H -3.858 0.783 -1.715
H -2.387 1.554 0.795
H -3.298 -1.083 0.742
H -2.855 -6.940 -0.089
H 3.792 0.086 -1.738
H 1.106 -2.952 3.176
H -3.157 -5.106 1.541
H 6.279 0.009 2.708
H -1.270 -6.677 -1.967
H 5.835 2.039 -1.030
H 0.393 1.758 1.845
H -3.824 -0.976 -1.690
H 0.010 -4.577 -2.219
H 3.943 3.017 -0.825
H 3.719 2.458 -2.479
H -1.256 -0.014 -0.535
H 3.552 0.554 0.004
H -1.889 -2.999 1.280
H -4.147 1.802 1.200
H 6.007 0.372 -1.562
H -1.617 -1.147 -1.852
*
```

***

This record from the Open Molecules 2025 dataset describes a structure of composition C29H29BrClIN3O6Sc in a non-equilibrium geometry. The level of theory is ωB97M-V with the def2-TZVPD basis set.

Computed properties:
**Gap between HOMO and LUMO**: 6.34 eV
**E_tot**: -5831.0568 Eh
**Largest force on an atom**: 3.51 eV Å⁻¹

Geometry as ORCA input:
```
! RIJCOSX wB97M-V def2-TZVPD def2/J DEFGRID3
* xyz 0 1
I 5.414 -4.485 -1.738
Br 0.316 -0.858 -2.965
Sc 2.020 -0.831 -0.415
Cl 1.327 -7.628 0.808
O 6.410 2.569 2.897
O 5.318 1.548 -1.311
O 3.085 -2.531 -1.246
O 0.488 0.539 -0.155
O 3.359 0.450 -1.521
O 6.890 2.578 0.624
N 4.549 0.816 2.815
N 3.297 -0.033 1.214
N 0.972 -2.519 0.334
C -0.606 0.861 -0.746
C -0.241 -2.600 0.968
C 1.608 -3.742 0.073
C -0.031 -4.966 1.424
C -4.898 0.009 -3.470
C -2.224 1.803 2.272
C 6.220 2.212 1.757
C 4.280 1.029 -0.876
C -0.731 -3.729 1.583
C -4.420 2.486 -3.784
C 4.292 0.817 0.633
C 3.566 -4.850 -0.927
C -1.615 1.698 -0.179
C 2.625 -0.634 3.547
C 2.800 -3.645 -0.735
C -2.131 3.848 0.863
C -4.522 1.332 -2.767
C 1.132 -4.951 0.545
C -2.080 0.545 -2.699
C 5.093 1.268 1.621
C 3.475 0.039 2.529
C -3.145 1.231 -2.110
C 1.849 -6.102 0.155
C -0.039 2.638 1.635
C -0.912 0.308 -2.033
C -5.626 1.695 -1.717
C 3.016 -6.073 -0.571
C -2.861 1.750 -0.829
C -1.493 2.499 1.106
H -0.740 -1.635 1.140
H -3.633 2.366 -0.347
H -1.586 1.104 2.818
H -1.762 4.483 1.666
H 2.209 0.031 4.280
H 3.462 -7.020 -0.894
H -0.428 -5.923 1.715
H -1.776 -3.657 2.036
H -6.693 1.588 -2.009
H -3.800 2.232 -4.689
H 0.398 1.664 1.864
H -2.484 2.514 3.088
H -3.213 3.865 0.906
H -3.144 1.276 1.979
H -5.475 1.015 -0.849
H 1.808 -1.078 2.942
H 3.134 -1.472 4.029
H -1.921 4.401 -0.065
H -5.969 -0.035 -3.711
H -3.942 3.339 -3.334
H -0.048 3.313 2.581
H 0.584 3.184 0.957
H -5.450 2.779 -4.124
H -5.501 2.721 -1.314
H 4.993 1.029 3.721
H -4.794 -0.835 -2.719
H -2.176 0.307 -3.751
H -4.271 -0.138 -4.338
H 6.394 2.191 -0.188
*
```

***

This record from the Open Molecules 2025 dataset describes a structure of composition C29H29Cl5GeN6O5SeSiTi in a non-equilibrium geometry. The level of theory is ωB97M-V with the def2-TZVPD basis set.

Computed properties:
**Gap between HOMO and LUMO (alpha / beta)**: 3.83 / 3.91 eV
**E_tot**: -9745.8703 Eh
**Largest force on an atom**: 3.25 eV Å⁻¹

Geometry as ORCA input:
```
! RIJCOSX wB97M-V def2-TZVPD def2/J DEFGRID3
* xyz -1 2
Se 1.150 1.720 7.196
Ge -0.805 1.050 -2.923
Ti 0.164 -0.258 0.038
Cl 0.683 -5.225 0.610
Cl 0.369 1.412 -4.894
Cl 1.338 -3.148 2.524
Cl -2.567 -0.068 -3.974
Cl -1.523 3.215 -2.722
Si -3.273 0.114 -0.256
O -2.104 -3.392 2.185
O -1.096 -1.714 1.226
O -1.699 -0.002 -0.679
O 2.686 -3.236 -1.069
O 0.987 -1.966 -0.347
N -0.325 1.337 1.167
N 2.163 0.803 6.047
N -1.688 -2.944 -1.385
N -0.012 2.214 5.931
N 1.824 -0.089 1.283
N -2.054 -3.391 -0.086
C 2.474 -1.866 -3.904
C 3.774 -1.420 -4.195
C 2.159 0.318 3.668
C 4.259 -0.291 -3.600
C 1.344 0.732 -1.452
C 3.469 0.446 -2.689
C -4.346 -1.286 -0.996
C 3.088 2.434 -1.372
C -1.261 2.859 3.330
C 3.402 -0.296 3.595
C 2.170 -0.030 -2.353
C 1.834 -2.931 -0.264
C 3.916 1.673 -2.150
C 0.223 1.207 2.415
C 1.796 1.984 -1.055
C -3.589 0.046 1.626
C -1.703 3.090 2.030
C -2.896 -4.566 2.119
C 1.799 -3.901 0.991
C -4.115 1.699 -0.870
C -0.259 1.922 3.534
C -1.686 -2.784 1.061
C 3.863 -0.722 2.355
C 1.696 -1.190 -3.008
C 3.056 -0.602 1.239
C 1.408 0.432 2.475
C -1.224 2.318 0.992
C 0.394 1.687 4.801
C 1.601 0.899 4.864
H -2.460 -3.187 -2.000
H -4.112 -1.457 -2.046
H -5.392 -0.975 -0.947
H -3.154 -4.792 3.150
H 3.994 -0.400 4.494
H 3.416 3.399 -1.004
H 4.908 2.024 -2.412
H -4.269 -2.232 -0.457
H 4.847 -1.157 2.249
H -2.175 -4.389 -0.065
H -2.332 -5.404 1.702
H 4.377 -1.969 -4.907
H 2.088 -2.748 -4.397
H 3.413 -0.931 0.268
H -3.399 1.004 2.108
H -3.834 1.918 -1.899
H -4.636 -0.211 1.804
H -2.972 -0.695 2.131
H -1.643 3.420 4.171
H 5.253 0.075 -3.834
H 2.775 -4.356 1.119
H 1.144 2.649 -0.499
H -3.809 -4.397 1.545
H -2.428 3.862 1.817
H -1.563 2.489 -0.024
H 0.691 -1.536 -2.802
H -1.684 -1.924 -1.344
H -5.198 1.571 -0.844
H -3.874 2.572 -0.262
*
```

***

Q: The lowest E_tot belongs to which entry?
A: C29H29Br5N2O2ReSb2

***

Q: Which value of E_tot does entry 2 give?
A: -4299.0195 Eh

***

Q: Number 1 is which compound?
A: C29H28NO